# 1
{
  "formula": "C6H10ClN",
  "method": "wB97M-V/def2-TZVPD",
  "smiles": "C=C[C@]1([C@@H](C)Cl)CN1",
  "orbital_gap_ev": 10.610,
  "e_above_lowest_kj_mol": 149.8,
  "total_energy_ha": -749.4994,
  "lumo_energy_ev": 0.97,
  "species": ["C", "C", "C", "C", "C", "Cl", "C", "N", "H", "H", "H", "H", "H", "H", "H", "H", "H", "H"],
  "positions_angstrom": [[0.761031, 2.482580, -0.447282], [-0.137177, 1.728528, 0.139909], [-0.104638, 0.219379, 0.336351], [-0.807537, -0.632090, -0.696151], [-0.444965, -2.124327, -0.827836], [-2.568476, -0.488555, -0.439725], [0.335364, -0.405096, 1.646923], [1.245829, -0.340766, 0.515613], [1.646954, 2.113766, -0.910654], [0.543092, 3.544385, -0.650646], [-1.069727, 2.143766, 0.448617], [-0.599363, -0.098121, -1.648266], [-1.033890, -2.618914, -1.600379], [-0.692455, -2.673423, 0.052555], [0.581942, -2.209858, -1.082027], [0.604097, 0.226617, 2.521216], [-0.126847, -1.354096, 1.912916], [1.866766, 0.486225, 0.728864]],
  "forces_ev_per_a": [[-0.294, 1.126, -0.691], [-1.142, -1.614, 0.400], [1.960, 0.054, 0.555], [-0.217, 0.223, -0.933], [-0.818, 0.904, -0.288], [-0.588, 0.092, 0.032], [-0.762, 0.838, 0.257], [1.557, 1.052, 0.430], [0.677, -0.396, -0.020], [0.179, -0.583, 0.381], [-0.525, 0.555, 0.241], [-0.242, -0.560, 0.355], [-0.090, 0.439, -0.229], [0.124, -0.251, 0.906], [0.937, -0.186, -0.004], [-0.542, -0.338, -0.771], [0.385, -0.014, -0.149], [-0.599, -1.342, -0.471]],
  "mulliken_charge": [-0.69, -0.63, 0.75, 0.28, -1.41, -0.23, -0.54, -0.67, 0.30, 0.26, 0.34, 0.31, 0.42, 0.35, 0.36, 0.27, 0.21, 0.31]
}

=====

# 2
{
  "formula": "C3H3NO2",
  "method": "wB97M-V/def2-TZVPD",
  "orbital_gap_ev": 9.073,
  "e_above_lowest_kj_mol": 547.4,
  "total_energy_ha": -321.1692,
  "lumo_energy_ev": -0.10,
  "species": ["O", "C", "N", "O", "C", "C", "H", "H", "H"],
  "positions_angstrom": [[0.041367, 2.220744, 0.324073], [0.036090, 0.591639, 0.542869], [0.804400, 1.259340, 1.288802], [1.128261, -1.949569, 0.218878], [0.060024, -1.653749, -0.284440], [-0.583970, -0.354249, -0.178495], [0.681243, 2.397903, -0.393458], [-0.514463, -2.389896, -0.881289], [-1.569143, -0.162997, -0.583737]],
  "forces_ev_per_a": [[-0.035, 0.332, -0.346], [0.355, 0.193, 0.299], [-0.280, -0.571, -0.193], [-0.337, 0.086, -0.191], [0.198, -0.063, 0.119], [-0.003, 0.004, 0.101], [-0.116, -0.038, 0.127], [0.096, 0.044, 0.051], [0.122, 0.013, 0.034]],
  "mulliken_charge": [-0.28, 0.76, -0.39, -0.54, 0.08, -0.68, 0.37, 0.32, 0.35]
}

=====

# 3
{
  "formula": "C62H52Br6F10",
  "method": "wB97M-V/def2-TZVPD",
  "orbital_gap_ev": 9.005,
  "total_energy_ha": -18836.3642,
  "lumo_energy_ev": 0.03,
  "species": ["F", "C", "C", "C", "C", "C", "C", "H", "H", "H", "H", "H", "F", "C", "C", "C", "C", "C", "C", "H", "H", "H", "H", "H", "F", "C", "C", "C", "C", "C", "C", "H", "H", "H", "H", "H", "F", "C", "C", "C", "C", "C", "C", "H", "H", "H", "H", "H", "F", "C", "C", "C", "C", "C", "C", "H", "H", "H", "H", "H", "F", "C", "C", "C", "C", "C", "C", "H", "H", "H", "H", "H", "F", "C", "C", "C", "C", "C", "C", "H", "H", "H", "H", "H", "F", "C", "C", "C", "C", "C", "C", "H", "H", "H", "H", "H", "F", "C", "C", "C", "C", "C", "C", "H", "H", "H", "H", "H", "F", "C", "C", "C", "C", "C", "C", "H", "H", "H", "H", "H", "C", "Br", "Br", "Br", "H", "C", "Br", "Br", "Br", "H"],
  "positions_angstrom": [[6.733782, 0.158646, 17.616715], [5.884582, -0.618051, 18.396865], [5.886102, -0.539360, 19.741078], [5.176623, -1.505608, 20.413525], [4.382589, -2.394843, 19.781368], [4.350011, -2.445624, 18.375416], [5.165761, -1.584126, 17.679562], [6.572325, 0.037676, 20.304722], [5.034364, -1.402105, 21.502401], [3.760359, -3.048892, 20.397793], [3.642963, -3.087534, 17.850935], [5.022073, -1.541460, 16.576698], [10.283348, -4.615352, 25.071575], [9.060919, -4.403258, 24.495014], [8.865248, -3.172201, 23.917066], [7.672110, -2.971350, 23.196854], [6.708831, -4.006765, 23.137919], [6.965672, -5.212636, 23.755111], [8.163053, -5.425018, 24.446422], [9.661710, -2.446441, 24.049243], [7.562420, -2.014121, 22.676198], [5.832282, -3.840813, 22.453583], [6.142749, -5.962855, 23.654820], [8.522909, -6.271602, 25.027528], [10.245797, -7.446078, 15.522299], [9.087168, -7.393378, 16.219064], [8.380263, -8.547424, 16.331010], [7.113335, -8.445348, 16.934693], [6.589192, -7.180893, 17.276074], [7.325582, -6.053497, 17.123631], [8.594047, -6.136532, 16.581036], [8.784406, -9.519550, 16.140518], [6.566778, -9.378393, 17.147968], [5.610951, -7.161680, 17.733440], [6.956023, -5.118519, 17.456641], [9.157196, -5.256946, 16.402724], [12.233421, -3.945960, 19.530266], [12.731823, -4.764123, 20.488337], [12.858700, -4.258182, 21.780914], [13.522325, -5.104484, 22.716682], [13.970172, -6.361918, 22.413567], [13.828115, -6.776810, 21.047542], [13.247255, -5.990911, 20.047285], [12.593115, -3.270113, 21.968254], [13.870832, -4.630054, 23.582318], [14.484237, -6.990351, 23.196640], [14.124924, -7.795605, 20.821184], [13.084110, -6.401780, 19.047397], [11.865587, -9.043096, 23.824880], [12.029838, -8.671206, 25.101949], [12.500482, -9.607014, 25.960833], [12.524458, -9.308723, 27.341653], [12.267968, -8.003498, 27.813145], [11.860483, -7.056164, 26.872931], [11.779278, -7.380138, 25.532868], [12.755261, -10.625901, 25.701654], [12.939394, -10.010584, 28.056961], [12.361054, -7.665465, 28.880308], [11.533424, -6.102913, 27.108743], [11.463827, -6.554625, 24.818590], [11.144027, -11.752512, 18.114084], [12.216683, -10.905337, 18.060579], [13.454096, -11.244001, 18.688718], [14.524553, -10.324803, 18.647064], [14.418733, -9.117228, 17.978837], [13.178285, -8.810887, 17.419836], [12.105613, -9.678787, 17.362313], [13.571163, -12.120347, 19.235703], [15.449259, -10.566614, 19.077144], [15.212585, -8.332800, 18.019685], [13.031490, -7.822276, 16.912090], [11.079405, -9.403554, 17.049914], [2.800702, -5.279689, 20.602451], [3.528936, -6.365499, 20.975781], [2.864755, -7.345577, 21.684861], [3.679122, -8.338208, 22.320372], [4.991205, -8.450302, 22.002631], [5.643869, -7.460978, 21.224247], [4.889712, -6.364373, 20.744365], [1.901636, -7.203755, 22.028810], [3.107379, -8.999325, 22.947492], [5.491419, -9.317034, 22.387383], [6.692649, -7.564894, 20.951410], [5.361979, -5.563700, 20.242773], [8.581905, -13.583666, 17.710442], [7.643742, -12.858719, 18.348482], [7.913640, -11.591618, 18.737040], [7.018877, -10.819474, 19.413600], [5.735535, -11.337731, 19.673425], [5.473185, -12.690741, 19.346383], [6.478314, -13.505344, 18.770368], [8.790895, -11.171914, 18.308087], [7.297771, -9.800246, 19.791375], [4.965982, -10.764435, 20.052157], [4.561745, -13.239168, 19.509777], [6.399173, -14.521322, 18.424249], [6.775982, -8.751096, 26.225823], [7.678823, -8.336622, 27.143345], [7.625205, -7.020324, 27.620273], [8.552524, -6.593528, 28.583139], [9.368363, -7.535111, 29.197250], [9.381945, -8.856568, 28.709639], [8.533463, -9.288426, 27.697029], [6.999333, -6.334985, 27.109594], [8.472880, -5.564102, 29.114545], [10.044122, -7.219191, 30.014158], [10.053981, -9.590183, 29.283789], [8.608483, -10.339454, 27.308136], [12.230046, -15.711668, 21.891001], [10.944883, -16.133418, 22.018718], [10.193025, -16.297107, 20.858326], [8.872871, -16.712601, 20.896145], [8.335586, -16.938235, 22.190926], [9.132173, -16.782769, 23.302077], [10.418260, -16.299531, 23.302826], [10.632411, -16.013729, 19.896636], [8.302496, -16.942651, 19.990060], [7.324510, -17.307832, 22.340981], [8.644579, -16.976145, 24.284567], [10.883524, -16.123356, 24.245632], [9.993654, -7.842454, 21.620962], [8.649778, -8.282407, 22.972675], [9.592827, -6.219718, 20.630382], [10.379065, -9.385503, 20.573178], [10.896966, -7.643136, 22.103702], [8.234127, -13.047695, 23.762109], [9.816889, -12.045573, 23.434066], [6.532995, -12.201424, 23.222471], [8.227309, -13.728017, 25.494022], [8.408908, -13.840975, 23.056928]],
  "forces_ev_per_a": [[-0.860, -0.286, 1.028], [1.175, -0.246, -2.845], [0.891, -0.481, 0.369], [-1.001, 0.898, 1.983], [-1.105, -1.524, -0.653], [-0.148, -0.033, 0.764], [-1.051, 0.666, -0.864], [0.370, 1.022, 0.100], [0.570, -0.243, -0.486], [0.120, 0.103, -0.446], [0.332, -0.010, 0.149], [0.748, 0.094, 0.936], [-0.450, -0.014, 0.168], [0.740, 0.594, -0.316], [-0.707, 0.226, -0.458], [0.601, -0.207, 0.451], [0.379, 1.519, -1.313], [-1.160, -0.958, 0.113], [-0.030, -0.121, 0.594], [-0.265, 0.152, -0.312], [-0.273, -0.446, 0.179], [0.780, -0.387, 1.069], [1.151, 0.318, 0.330], [-0.790, -0.357, -0.416], [0.452, 0.103, 0.318], [0.100, 1.447, -1.103], [-1.596, -0.306, 1.633], [0.098, 0.162, -0.156], [-0.685, -2.479, 0.380], [1.027, 0.178, -0.222], [0.016, -1.076, -0.120], [0.298, -0.250, -0.468], [0.133, 0.715, -0.208], [-0.121, 0.150, 0.022], [-0.362, 0.841, 0.117], [0.635, 0.556, -0.126], [-0.333, -0.038, 0.165], [0.656, 0.413, -0.326], [1.211, -3.192, -0.944], [-0.436, 1.343, -1.311], [0.241, -0.832, -1.225], [-0.201, -0.534, 1.042], [-0.297, -0.335, 1.643], [-0.475, 1.439, 0.486], [-0.092, 0.372, 1.640], [-0.630, 0.710, -1.182], [0.141, 0.097, -0.258], [0.134, 0.460, 0.322], [-0.009, 0.304, -0.651], [0.242, 0.506, 0.007], [-0.246, -1.060, 2.493], [1.039, 1.427, 0.211], [-0.110, -0.058, -0.010], [0.529, -1.868, -0.472], [-0.911, 1.277, -1.551], [-0.087, 0.115, -0.501], [-0.236, -0.267, -0.210], [-0.101, -0.830, -1.148], [-0.258, 1.795, 0.813], [0.369, -1.422, 0.810], [0.875, 0.598, 0.051], [1.761, 0.451, -0.048], [-1.189, 2.140, -1.326], [-1.371, -0.202, -0.899], [-0.459, 0.729, 0.417], [-0.038, 1.660, -1.462], [-1.138, -1.429, 1.606], [-0.003, -1.526, 0.732], [1.035, -0.515, 0.773], [-0.659, -0.969, -0.185], [0.219, -0.927, 0.567], [1.005, 0.023, -0.233], [0.139, -0.102, -0.292], [-0.570, 0.216, 0.422], [3.367, -0.416, 0.976], [-2.753, 1.300, -1.521], [1.374, 0.389, -0.417], [-1.260, -0.053, -0.212], [0.479, -1.819, 0.747], [-2.026, 0.217, 0.167], [0.426, -0.499, 0.277], [0.711, -0.105, 0.097], [-0.234, 0.168, 0.231], [0.349, 0.734, -0.585], [0.000, 0.147, -0.252], [-1.064, -1.689, 1.281], [1.087, 0.831, -1.054], [-1.632, 0.982, 1.266], [1.633, -2.243, -1.127], [1.445, -0.565, -0.400], [0.337, 1.669, -0.834], [0.951, 0.415, 0.260], [-0.331, -1.028, -0.711], [-1.332, 1.238, 0.996], [-0.547, 0.548, 0.355], [-0.590, -0.314, 0.344], [0.234, 0.302, -0.123], [-0.029, 0.070, 0.998], [1.224, -0.665, -0.515], [-0.958, 0.877, 1.733], [0.400, -0.224, -0.361], [0.893, -0.609, 1.794], [0.561, -0.505, -0.393], [-0.744, 0.553, -0.172], [0.161, -1.689, -1.532], [-0.515, -0.378, -0.553], [-1.071, 1.030, -1.283], [-0.368, 1.238, 0.420], [-0.377, -0.097, -0.053], [0.181, 0.619, 0.623], [0.400, 0.381, -0.770], [-0.343, -0.453, 1.586], [0.043, -0.474, -1.432], [-1.636, 0.104, 1.840], [-0.057, -0.431, -1.734], [0.111, -0.300, 0.411], [0.244, 0.412, 0.375], [0.126, 0.103, -0.218], [0.486, 0.151, -0.756], [0.772, 0.142, 0.132], [-1.159, -0.079, -0.155], [0.434, -0.015, -0.485], [-0.273, -0.529, 0.084], [-0.091, -0.053, -0.482], [1.122, 0.389, 0.985], [-0.174, 0.111, -1.400], [0.289, 0.909, -0.031], [0.864, -0.185, 0.319], [-0.290, -0.364, 1.063], [-0.613, -0.527, 0.040]],
  "mulliken_charge": [-0.32, 0.45, -0.74, -0.19, -0.59, -0.30, -0.50, 0.45, 0.45, 0.51, 0.42, 0.38, -0.29, -0.05, -0.85, -0.25, -0.38, -0.11, -0.20, 0.45, 0.37, 0.21, 0.43, 0.63, -0.41, 0.65, -0.76, -0.28, -0.79, -0.28, -1.00, 0.64, 0.56, 0.50, 0.66, 0.54, -0.40, 0.86, -1.07, -0.29, -1.01, 0.22, -0.41, 0.63, 0.50, 0.38, 0.40, 0.17, -0.23, 0.06, -0.73, -0.47, -0.68, -0.61, 0.21, 0.50, 0.43, 0.42, 0.63, 0.44, -0.19, 0.33, -0.96, -0.28, -0.84, 0.29, -0.22, 0.60, 0.46, 0.38, 0.40, -0.05, -0.31, 0.48, -0.80, -0.78, -0.40, 0.24, -1.04, 0.46, 0.43, 0.49, 0.19, 0.98, -0.31, 0.10, 0.13, 0.19, -0.90, -0.66, -0.48, 0.35, 0.07, 0.73, 0.36, 0.48, -0.37, 0.75, -0.74, -0.22, -0.75, -0.01, -0.61, 0.58, 0.27, 0.40, 0.29, 0.43, -0.34, 0.51, -0.37, -0.39, -0.50, -0.39, -0.54, 0.40, 0.42, 0.40, 0.33, 0.47, 0.19, 0.16, 0.03, 0.05, -0.23, 0.26, 0.01, -0.05, -0.05, -0.24]
}